Record 1
210
Properties=species:S:1:pos:R:3 method="wB97M-V/def2-TZVPD" e_tot_ev=-92411.1246 total_charge=0 relative_energy_kj_mol=369.4 orbital_gap_ev=8.3227
C 15.32438 15.36990 9.04999
C 15.79358 14.10259 9.75018
C 17.07720 14.16200 10.58528
O 14.76148 13.68276 10.56700
H 14.48488 15.28729 8.35969
H 16.08335 15.97183 8.55026
H 15.12480 16.09068 9.84294
H 15.82410 13.33406 8.97782
H 17.97182 14.29955 9.97796
H 17.23321 13.18655 11.04598
H 16.97894 14.97722 11.30212
H 14.96732 12.77601 10.80582
C 17.14664 11.55963 13.79048
C 17.27751 10.00292 13.63864
C 15.98988 9.24453 14.12100
O 17.51184 9.72978 12.30384
H 16.22528 11.95590 13.36370
H 18.01882 12.04223 13.34942
H 17.08579 11.84668 14.84024
H 18.13334 9.55910 14.14722
H 16.01514 9.18211 15.20892
H 15.96172 8.20345 13.79934
H 15.02776 9.60590 13.75792
H 18.42176 9.98628 12.13698
C 13.53230 17.05072 17.23641
C 14.79376 17.94286 17.23586
C 15.07474 18.44502 18.69519
O 15.86876 17.20933 16.73656
H 13.38626 16.65910 16.22972
H 12.60502 17.53253 17.54642
H 13.75164 16.15276 17.81402
H 14.56940 18.81228 16.61788
H 15.16808 17.67041 19.45635
H 14.35000 19.17004 19.06558
H 15.99894 19.02247 18.71776
H 16.02998 17.45254 15.82198
C 17.54594 16.41150 14.40800
C 16.30984 16.73945 13.48874
C 15.26568 15.60712 13.62774
O 15.79740 17.95645 13.94544
H 17.26844 15.83709 15.29182
H 17.95320 17.37248 14.72228
H 18.36732 16.01141 13.81354
H 16.49974 16.99117 12.44536
H 15.43822 14.71925 13.01944
H 14.33662 16.01318 13.22764
H 15.14882 15.10172 14.58638
H 15.86410 18.63053 13.26518
C 22.63030 13.14518 14.74444
C 21.14262 12.82967 14.66140
C 20.24539 14.06707 14.68756
O 20.88098 12.21120 13.47152
H 22.89688 13.81740 13.92888
H 23.20004 12.21609 14.72760
H 22.92152 13.65163 15.66466
H 20.92950 12.23464 15.54944
H 19.27570 13.65749 14.97046
H 20.17632 14.61074 13.74536
H 20.57189 14.80752 15.41780
H 21.29212 12.79252 12.82760
C 17.30575 21.07666 15.65856
C 17.58142 22.56487 15.18234
C 17.55222 23.65545 16.27216
O 18.91403 22.55859 14.64998
H 17.75722 20.97296 16.64524
H 17.63848 20.25091 15.02966
H 16.25950 20.80506 15.79894
H 16.92086 22.90296 14.38392
H 16.52436 23.80625 16.60211
H 17.97254 24.61035 15.95654
H 18.12796 23.24602 17.10221
H 19.45764 22.05702 15.26196
C 10.61978 16.22351 11.11944
C 11.89884 15.30381 11.25648
C 11.65470 14.22159 12.31282
O 12.20944 14.62388 10.06647
H 10.79888 17.05406 10.43664
H 10.38706 16.61787 12.10860
H 9.70910 15.68772 10.85164
H 12.68742 15.97840 11.58988
H 12.48946 13.54157 12.48272
H 10.87198 13.51398 12.03940
H 11.39542 14.57220 13.31178
H 13.07518 14.22299 10.17314
C 20.97982 19.00145 17.41542
C 21.22404 19.84053 16.17438
C 20.57356 19.13359 14.94380
O 20.55064 21.05135 16.37276
H 21.19806 19.58440 18.31020
H 21.63674 18.13185 17.43411
H 19.99013 18.54659 17.45708
H 22.28682 20.04489 16.04464
H 20.89196 18.15361 14.58834
H 20.41586 19.83617 14.12550
H 19.62621 18.78272 15.35312
H 21.17088 21.61605 16.83966
C 20.18370 16.28899 8.67548
C 20.66564 16.87536 10.12095
C 19.77200 16.35811 11.22572
O 21.89678 16.41184 10.42552
H 20.45132 15.24066 8.80772
H 20.77244 16.68570 7.84838
H 19.12928 16.40635 8.42548
H 20.70112 17.96324 10.06286
H 18.71042 16.46960 11.00500
H 19.93952 16.96246 12.11722
H 20.09410 15.35423 11.50244
H 22.56610 16.92292 9.96462
C 17.03443 18.80523 9.79880
C 15.85718 19.54004 10.54452
C 14.61810 18.63995 10.66160
O 16.39466 19.92021 11.80968
H 17.11012 17.71900 9.84871
H 17.99592 19.16774 10.16244
H 17.04065 18.92941 8.71590
H 15.66162 20.39588 9.89845
H 14.27738 18.44316 9.64510
H 13.87618 19.29100 11.12396
H 14.83176 17.71567 11.19840
H 17.25674 20.25948 11.55804
C 9.38676 23.71318 12.10800
C 9.63554 22.47358 12.99952
C 9.29932 21.22186 12.06660
C 9.70472 19.80678 12.67736
C 11.23972 19.78381 13.03070
C 11.67064 21.02873 13.90502
N 11.08776 22.28227 13.32660
O 11.61158 23.43974 13.83782
C 11.19336 20.83991 15.36114
C 13.21020 21.10007 13.88358
C 8.66354 22.54346 14.18804
H 9.89605 23.61514 11.14928
H 9.85526 24.57488 12.58348
H 8.33067 23.86846 11.88740
H 8.22332 21.26646 11.89828
H 9.75940 21.32332 11.08368
H 9.52594 18.98374 11.98544
H 9.14484 19.55592 13.57830
H 11.79568 19.71735 12.09552
H 11.54112 18.90280 13.59734
H 11.28350 21.75174 15.95150
H 10.20196 20.40418 15.48516
H 11.84550 20.19028 15.94490
H 13.55482 21.94658 14.47750
H 13.62206 20.19135 14.32254
H 13.52156 21.24477 12.84908
H 9.08715 23.03253 15.06522
H 8.31650 21.53120 14.39534
H 7.73334 23.07963 14.00002
H 12.20710 23.74225 13.14828
C 13.91682 12.43853 15.37566
C 12.99820 12.68865 16.64154
C 11.73778 13.48695 16.11924
C 10.72556 13.63016 17.30300
C 10.28402 12.30624 17.83974
C 11.46614 11.43138 18.25990
N 12.50002 11.45843 17.20804
O 13.44864 10.42300 17.36619
C 12.00778 11.76961 19.64408
C 10.83082 10.01378 18.38540
C 13.95582 13.49518 17.61104
H 13.43260 11.65872 14.78786
H 14.96048 12.17443 15.54628
H 14.03608 13.35439 14.79680
H 11.98120 14.50488 15.81482
H 11.29484 13.00366 15.24842
H 9.85084 14.20814 17.00484
H 11.14590 14.21413 18.12178
H 9.78264 11.76745 17.03574
H 9.58000 12.51871 18.64430
H 12.49096 12.74667 19.64372
H 11.24736 11.70539 20.42238
H 12.74480 11.01823 19.92750
H 10.64270 9.62958 17.38286
H 11.54614 9.29519 18.78544
H 9.84930 10.06915 18.85620
H 13.27682 14.13596 18.17358
H 14.72812 14.12314 17.16684
H 14.47984 12.87212 18.33582
H 13.25520 9.89351 16.58912
C 18.12916 14.59564 18.25532
C 19.25184 15.20113 19.06922
C 18.87996 16.66094 19.44682
C 17.73891 16.81454 20.43479
C 18.08322 16.07981 21.74680
C 18.46736 14.55652 21.48488
N 19.43448 14.52963 20.36980
O 20.03402 13.31576 20.25652
C 19.22634 14.03351 22.75770
C 17.14952 13.68869 21.32756
C 20.62671 15.40286 18.25138
H 18.32982 13.53293 18.11944
H 18.11195 15.04791 17.26372
H 17.12846 14.69408 18.67604
H 19.70050 17.23313 19.87976
H 18.62733 17.08810 18.47634
H 16.86764 16.33953 19.98384
H 17.40488 17.84720 20.53546
H 17.20269 16.06902 22.38918
H 18.80476 16.64239 22.33922
H 19.53920 12.99347 22.66524
H 20.14626 14.54758 23.03622
H 18.47558 14.10002 23.54512
H 16.51096 13.81727 22.20152
H 16.49876 14.08368 20.54744
H 17.21633 12.62654 21.09202
H 20.76742 16.33466 17.70360
H 20.96052 14.47672 17.78348
H 21.42696 15.58288 18.96920
H 20.86044 13.55156 20.68434

=====

Record 2
10
Properties=species:S:1:pos:R:3 method="wB97M-V/def2-TZVPD" e_tot_ev=-22058.9632 total_charge=0 relative_energy_kj_mol=524.6 orbital_gap_ev="7.9220 / 7.4293"
C 1.52937 0.00918 -1.32543
C -1.19820 0.86626 1.27697
N 0.70942 0.46631 -0.39432
N -0.39694 0.29464 0.11707
O 2.71559 0.03214 -1.44490
O -0.75312 1.57047 2.11106
O -0.15549 -2.28153 0.13952
S -1.12782 -1.27677 0.54952
H 0.85714 -0.25913 -2.24211
H -2.17996 0.57843 1.21262

=====

Record 3
17
Properties=species:S:1:pos:R:3 method="wB97M-V/def2-TZVPD" e_tot_ev=-8876.1223 total_charge=+1 relative_energy_kj_mol=237.2 orbital_gap_ev=13.0937
C -2.46124 1.76142 -1.51160
C -0.76955 -0.06618 1.13303
C 0.37378 -0.33548 0.24020
C 0.28612 -1.15712 -1.04176
C 1.75008 -0.32680 0.78590
N -0.27017 0.99824 0.29966
O -3.34182 1.93694 -2.13491
H -0.51164 -0.08117 2.15641
H -1.58051 -0.50349 0.76953
H 1.16928 -1.33306 -1.56069
H -0.42899 -0.96336 -1.83349
H 0.08462 -2.19739 -0.59092
H 1.71971 0.10214 1.75135
H 2.43669 0.35156 0.23380
H 2.12141 -1.31721 1.08874
H -1.01092 1.43409 -0.36045
H 0.43313 1.69686 0.57521

=====

Record 4
8
Properties=species:S:1:pos:R:3 method="wB97M-V/def2-TZVPD" e_tot_ev=-7921.2456 total_charge=0 relative_energy_kj_mol=197.6 orbital_gap_ev=10.7560
C 0.73915 -0.64495 0.22090
C 0.73507 0.66159 0.49281
C -0.75342 -0.11259 -0.47945
O -0.42133 1.19169 -0.14513
F -1.83065 -0.49708 0.30193
H 0.90937 -1.60408 0.45527
H 1.53036 1.35254 0.66003
H -0.90854 -0.34711 -1.50637

=====

Record 5
16
Properties=species:S:1:pos:R:3 method="wB97M-V/def2-TZVPD" e_tot_ev=-9327.1337 total_charge=0 relative_energy_kj_mol=441.3 orbital_gap_ev=8.6014
C 2.33442 0.01306 -1.33794
C 1.31327 0.99970 -0.75675
N 0.01817 0.53904 -1.07584
C -0.70626 -0.00003 -0.23239
C -2.08602 -0.47373 -0.08067
C -2.48554 -0.63401 1.23178
C -1.19374 -0.56347 1.94284
N -0.25829 -0.13126 1.22150
H 2.14040 -0.12420 -2.36709
H 3.46400 0.04843 -1.04475
H 1.86297 -1.06047 -0.74468
H 1.82842 1.03437 0.18424
H 1.42399 2.18774 -0.96532
H -3.14244 -0.43403 -0.84623
H -3.41239 -0.90963 1.75490
H -1.10096 -0.49153 3.11640

=====

Record 6
79
Properties=species:S:1:pos:R:3 method="wB97M-V/def2-TZVPD" e_tot_ev=-110995.4432 total_charge=0 relative_energy_kj_mol=0.0 orbital_gap_ev=9.4479
N 2.78637 -3.89583 0.01254
P 2.96333 -2.36117 0.19070
O 3.64094 -1.88766 1.56536
O 1.53114 -1.58755 0.17102
Si 4.15304 -1.49768 -1.54772
C 3.59511 0.27643 -1.80345
C 3.56066 1.07910 -0.50950
F 4.80797 1.11418 0.08216
O 3.82020 -2.48973 -2.81608
Si 3.62482 -2.04456 -4.39527
Cl 4.72904 -3.30732 -5.55695
C 6.04050 -1.51105 -1.10962
F 6.67124 -0.44951 -1.69965
F 6.20224 -1.38055 0.24756
C 6.78128 -2.80104 -1.48392
F 6.70664 -3.00777 -2.82328
F 8.10307 -2.64107 -1.17341
H 3.17309 -4.42109 0.78952
H 3.00284 -1.95291 2.28786
H 1.16113 -1.62206 -0.71766
H 2.58483 0.29201 -2.22023
H 4.29185 0.75942 -2.49142
H 3.28053 2.10830 -0.73477
H 2.81037 0.68998 0.17790
H 2.21533 -2.23302 -4.76094
H 4.13234 -0.68841 -4.64541
H 6.42694 -3.65612 -0.90450
O -3.27136 -1.76350 0.66368
P -3.42282 -3.21690 0.72763
O -2.57775 -3.99402 -0.37571
C -1.14830 -3.82008 -0.41999
C -0.41486 -4.51852 0.70310
O -4.89075 -3.62001 0.20563
C -5.86914 -2.63497 -0.12867
C -5.89596 -2.38587 -1.62133
O -3.34422 -4.08064 2.03346
C -4.12597 -5.25706 2.30981
C -3.88380 -6.39526 1.34715
H -0.92637 -2.74966 -0.41843
H -0.83381 -4.22601 -1.38077
H -0.64758 -4.06547 1.66951
H 0.66362 -4.44167 0.53575
H -0.70201 -5.56990 0.75617
H -5.69034 -1.71153 0.42115
H -6.82934 -3.03412 0.20427
H -4.89848 -2.14147 -1.98738
H -6.57171 -1.56466 -1.86307
H -6.22939 -3.27911 -2.15149
H -5.18067 -4.99164 2.36511
H -3.82445 -5.55521 3.31349
H -4.24795 -6.16216 0.34805
H -4.41203 -7.27934 1.70657
H -2.82118 -6.62456 1.27246
O 0.26236 3.78458 -0.08019
P -0.53766 4.91638 0.38559
O 0.31837 6.02203 1.15520
C 1.41363 6.67021 0.48823
C 0.96098 7.67495 -0.55309
O -1.43264 4.45201 1.63643
C -1.48051 3.08713 2.06548
C -0.53500 2.85282 3.22334
O -1.60338 5.69132 -0.46138
C -2.83407 6.24561 0.04341
C -2.64360 7.32038 1.08681
H 2.06278 5.91330 0.04168
H 1.98006 7.17042 1.27204
H 0.47000 7.18380 -1.39428
H 1.81949 8.22640 -0.93707
H 0.24967 8.38089 -0.12401
H -1.26309 2.41409 1.23729
H -2.51022 2.90115 2.37467
H 0.47182 3.18839 2.97206
H -0.50133 1.79373 3.48129
H -0.85710 3.41569 4.10062
H -3.47553 5.44259 0.40258
H -3.32185 6.66819 -0.83429
H -2.23137 6.91712 2.01012
H -3.61237 7.76837 1.31111
H -1.96962 8.09845 0.72940

=====

Record 7
101
Properties=species:S:1:pos:R:3 method="wB97M-V/def2-TZVPD" e_tot_ev=-206807.0686 total_charge=+1 relative_energy_kj_mol=233.8 orbital_gap_ev="4.4127 / 4.4153"
Pd 0.43554 -0.28602 -0.06066
C 3.04112 -2.39464 1.43647
Se 1.74289 -2.60949 0.01306
C 0.38938 -3.53525 1.12350
C -0.86391 -3.85294 0.33743
Se -1.52743 -2.36829 -0.80723
C -1.06263 -3.23591 -2.50028
H 2.61519 -1.74382 2.19746
H 3.91306 -1.92724 0.99146
H 3.29490 -3.37497 1.83248
H 0.19306 -2.85598 1.95387
H 0.84118 -4.45081 1.50842
H -1.67366 -4.11029 1.01848
H -0.70000 -4.68446 -0.34521
H 0.01223 -3.39580 -2.54287
H -1.38110 -2.57979 -3.30712
H -1.59129 -4.18269 -2.57377
N 0.73018 -0.02967 1.90735
C 1.17468 1.03068 2.51815
C 1.21184 1.07212 3.95301
C 1.72512 2.16064 4.60940
C 2.21534 3.25985 3.89884
C 2.18804 3.25139 2.50034
C 1.67535 2.18431 1.80915
H 0.84537 0.20946 4.49450
H 1.75196 2.16620 5.69126
H 2.62451 4.10622 4.43313
H 2.58640 4.10014 1.95755
H 1.65575 2.16201 0.72756
O -1.90506 0.41115 0.19053
P -2.74803 1.08500 1.22415
N -2.92309 0.11666 2.55240
C -2.29984 -1.21767 2.59762
C -2.83560 -1.83885 3.88716
C -4.18776 -1.14498 4.07915
C -3.87076 0.28472 3.65192
N -2.13053 2.52327 1.72163
C -2.02217 3.06077 3.07688
C -1.97433 4.57001 2.85537
C -1.22237 4.70671 1.52715
C -1.67926 3.49323 0.71234
N -4.21964 1.45138 0.55720
C -5.01496 0.34119 0.00509
C -6.41369 0.93015 -0.16987
C -6.49313 1.96757 0.95396
C -5.08946 2.56811 0.94457
H -1.21460 -1.12161 2.57703
H -2.61250 -1.80489 1.72772
H -2.18034 -1.60574 4.72892
H -2.91974 -2.92189 3.80971
H -4.54993 -1.18679 5.10483
H -4.94198 -1.58138 3.42129
H -3.39690 0.81200 4.48815
H -4.74626 0.85383 3.32996
H -1.10250 2.70783 3.55709
H -2.86803 2.75484 3.69244
H -1.47353 5.08544 3.67332
H -2.98703 4.96620 2.75755
H -0.14930 4.65644 1.70418
H -1.44952 5.64176 1.01831
H -0.87276 3.07260 0.10609
H -2.50857 3.75310 0.04351
H -5.03363 -0.50453 0.70470
H -4.58143 -0.01359 -0.93050
H -7.18756 0.16809 -0.10168
H -6.49860 1.42519 -1.13876
H -6.69814 1.47483 1.90728
H -7.25843 2.72229 0.78263
H -4.79751 2.99411 1.90531
H -5.03215 3.35911 0.18827
C -2.39964 1.19204 -2.66498
O -1.08746 0.84403 -3.11542
P 0.19296 0.75857 -2.13456
O 1.26225 0.40500 -3.26987
C 1.62635 -0.93004 -3.60184
O 0.57250 2.28626 -1.84766
C 0.86778 3.17573 -2.94108
H -2.96844 1.45880 -3.55308
H -2.37900 2.03510 -1.97274
H -2.86650 0.34645 -2.16179
H 2.50505 -0.86348 -4.23795
H 0.82069 -1.42712 -4.14445
H 1.88580 -1.49796 -2.70661
H 0.78428 4.18838 -2.55544
H 0.16353 3.02881 -3.75909
H 1.87769 2.99001 -3.30178
C 5.96051 1.36133 -2.17112
Si 4.92003 1.90626 -0.69783
C 5.89157 1.82841 0.91657
C 4.28668 3.65892 -0.99330
C 3.49322 0.72611 -0.55416
C 2.58038 -0.08250 -0.52796
H 6.89478 1.92528 -2.20181
H 5.43431 1.53477 -3.11100
H 6.20918 0.30094 -2.11807
H 6.72943 2.52781 0.89750
H 6.29508 0.82977 1.08988
H 5.25706 2.08408 1.76739
H 5.12802 4.33800 -1.14163
H 3.70440 4.02819 -0.14770
H 3.65647 3.70753 -1.88192